## w
{"formula": "C5H10N2", "method": "ωB97M-V/def2-TZVPD", "lumo_energy_ev": 1.2, "multiplicity": 1, "smiles": "C[C@H]1N[C@H]1[C@H]1CN1", "gap_ev": 10.695, "symbols": ["C", "C", "N", "C", "C", "C", "N", "H", "H", "H", "H", "H", "H", "H", "H", "H", "H"], "coordinates": [[0.642, 1.881, 0.593], [0.508, 1.259, -0.778], [1.103, -0.056, -1.080], [-0.350, 0.059, -0.975], [-1.032, -0.637, 0.202], [-0.875, -2.112, 0.197], [-0.223, -1.291, 1.224], [1.666, 2.233, 0.757], [0.386, 1.167, 1.380], [-0.025, 2.745, 0.693], [0.649, 1.983, -1.588], [1.464, -0.505, -0.220], [-0.908, -0.124, -1.897], [-1.923, -0.118, 0.568], [-1.617, -2.839, 0.532], [-0.246, -2.473, -0.618], [0.779, -1.170, 1.011]], "nbo_charge": [-0.64, -0.07, -0.58, -0.10, -0.11, -0.26, -0.57, 0.21, 0.22, 0.22, 0.20, 0.32, 0.21, 0.21, 0.20, 0.19, 0.33]}

## x
{"formula": "C5H10N2", "method": "ωB97M-V/def2-TZVPD", "lumo_energy_ev": 1.0, "multiplicity": 1, "gap_ev": 8.932, "symbols": ["C", "C", "C", "C", "C", "N", "N", "H", "H", "H", "H", "H", "H", "H", "H", "H", "H"], "coordinates": [[1.306, 0.675, 0.100], [-1.966, -0.660, -0.306], [2.613, 1.184, 0.786], [-2.898, 0.276, 0.016], [-0.201, -2.143, -1.112], [0.236, 1.036, 0.722], [-1.395, -1.693, -0.465], [3.318, 0.394, 0.477], [2.357, 1.317, 1.836], [2.849, 2.204, 0.491], [-0.749, 0.717, 0.379], [-3.638, 0.553, -0.702], [-2.800, 0.704, 0.931], [0.495, -1.421, -1.512], [-0.572, -2.908, -1.850], [0.299, -2.853, -0.430], [0.095, 1.668, 1.579]], "nbo_charge": [0.09, 0.41, -0.74, -0.68, -0.44, -0.77, -0.39, 0.24, 0.19, 0.23, 0.40, 0.24, 0.22, 0.24, 0.21, 0.22, 0.34]}

Which is most stable, and by how much? w, by 2.231 eV.

## w
{"formula": "C5H10N2", "method": "ωB97M-V/def2-TZVPD", "lumo_energy_ev": 0.9, "multiplicity": 1, "gap_ev": 9.348, "symbols": ["C", "N", "C", "N", "H", "H", "H", "H", "H", "H", "C", "C", "C", "H", "H", "H", "H"], "coordinates": [[-0.221, -0.034, -1.991], [-0.837, 0.212, -0.712], [-1.809, 1.930, 0.527], [-1.448, 1.479, -0.620], [-1.486, -0.517, -0.441], [-1.523, 1.940, -1.542], [-2.248, 2.935, 0.398], [0.223, -1.026, -1.965], [0.576, 0.694, -2.145], [-0.922, 0.020, -2.840], [1.201, -0.189, 1.860], [1.472, -1.556, 1.481], [1.711, -2.691, 1.187], [2.076, 0.430, 1.663], [0.353, 0.198, 1.295], [0.970, -0.141, 2.925], [1.912, -3.685, 0.919]], "nbo_charge": [-0.44, -0.46, -0.13, -0.40, 0.37, 0.36, 0.12, 0.23, 0.20, 0.17, -0.71, 0.02, -0.28, 0.23, 0.27, 0.24, 0.23]}

## x
{"formula": "C5H10N2", "method": "ωB97M-V/def2-TZVPD", "lumo_energy_ev": 0.9, "multiplicity": 1, "smiles": "[H]/N=C(\\C)NC(=C)C", "gap_ev": 9.966, "symbols": ["C", "C", "N", "C", "C", "C", "N", "H", "H", "H", "H", "H", "H", "H", "H", "H", "H"], "coordinates": [[2.670, 0.060, -0.378], [-1.852, -0.753, 1.289], [0.369, 0.394, 0.385], [0.957, -0.134, -0.685], [-1.239, 0.307, 0.426], [-1.960, 1.162, -0.301], [0.562, -0.524, -1.821], [0.722, 0.109, 1.290], [1.312, -0.765, -2.468], [3.167, 0.004, -1.345], [2.948, -0.767, 0.276], [2.905, 1.024, 0.074], [-2.938, -0.634, 1.378], [-1.651, -1.742, 0.865], [-1.434, -0.727, 2.301], [-3.044, 1.210, -0.220], [-1.493, 1.775, -1.066]], "nbo_charge": [-0.69, -0.66, -0.64, 0.50, 0.18, -0.41, -0.74, 0.39, 0.36, 0.21, 0.21, 0.21, 0.23, 0.23, 0.21, 0.20, 0.22]}

Which is most stable, and by how much? x, by 3.426 eV.

## w
{"formula": "C5H6O2", "method": "ωB97M-V/def2-TZVPD", "lumo_energy_ev": 0.2, "multiplicity": 1, "smiles": "C=C1COCC1=O", "gap_ev": 9.923, "symbols": ["O", "C", "C", "O", "C", "C", "C", "H", "H", "H", "H", "H", "H"], "coordinates": [[1.033, -2.059, 0.283], [0.412, -1.084, -0.065], [-0.402, -0.936, -1.351], [-0.733, 0.436, -1.480], [-0.062, 1.186, -0.470], [0.179, 0.427, 1.949], [0.221, 0.222, 0.638], [-1.324, -1.525, -1.246], [0.144, -1.302, -2.228], [-0.675, 2.050, -0.200], [0.471, -0.338, 2.661], [-0.174, 1.374, 2.350], [0.911, 1.550, -0.839]], "nbo_charge": [-0.51, 0.54, -0.18, -0.52, -0.09, -0.30, -0.15, 0.21, 0.21, 0.20, 0.22, 0.20, 0.18]}

## x
{"formula": "C5H6O2", "method": "ωB97M-V/def2-TZVPD", "lumo_energy_ev": 1.0, "multiplicity": 1, "gap_ev": 9.646, "symbols": ["C", "O", "C", "C", "O", "C", "C", "H", "H", "H", "H", "H", "H"], "coordinates": [[0.145, 0.240, 1.526], [0.769, 1.197, 0.642], [0.388, 0.881, -0.662], [0.545, -0.555, -1.142], [0.725, -1.461, -0.072], [-0.358, -0.848, 0.630], [-0.781, 0.019, -0.774], [-0.682, 0.699, 2.076], [0.921, -0.066, 2.240], [0.491, 1.687, -1.370], [0.924, -0.860, -2.106], [-1.366, -1.094, 0.345], [-1.721, 0.162, -1.332]], "nbo_charge": [-0.12, -0.51, 0.05, 0.07, -0.51, 0.02, -0.33, 0.18, 0.21, 0.22, 0.20, 0.26, 0.23]}

## y
{"formula": "C5H6O2", "method": "ωB97M-V/def2-TZVPD", "lumo_energy_ev": 0.8, "multiplicity": 1, "smiles": "C#C[C@H](C=O)CO", "gap_ev": 10.693, "symbols": ["O", "C", "C", "C", "O", "C", "C", "H", "H", "H", "H", "H", "H"], "coordinates": [[-1.918, 0.281, 0.480], [-1.055, -0.821, 0.177], [0.076, -0.118, -0.598], [-0.242, 1.359, -0.188], [-0.148, 1.803, 0.943], [1.448, -0.483, -0.265], [2.578, -0.767, 0.031], [-1.409, 0.820, 1.136], [-0.729, -1.308, 1.102], [-1.587, -1.557, -0.438], [-0.081, -0.223, -1.684], [-0.511, 2.024, -1.005], [3.578, -1.010, 0.308]], "nbo_charge": [-0.71, -0.05, -0.42, 0.51, -0.60, 0.00, -0.22, 0.50, 0.19, 0.20, 0.24, 0.14, 0.24]}

## z
{"formula": "C5H6O2", "method": "ωB97M-V/def2-TZVPD", "lumo_energy_ev": 0.5, "multiplicity": 1, "smiles": "C#CCC=O.C=O", "gap_ev": 10.629, "symbols": ["O", "C", "C", "C", "O", "C", "C", "H", "H", "H", "H", "H", "H"], "coordinates": [[1.357, -1.604, -1.074], [1.446, -0.552, -0.486], [0.798, 0.736, -0.956], [-1.629, -1.507, 0.519], [-2.527, -1.445, 1.320], [0.215, 1.514, 0.149], [-0.289, 2.063, 1.098], [-0.583, -1.714, 0.817], [2.078, -0.414, 0.414], [1.608, 1.303, -1.438], [0.066, 0.485, -1.727], [-1.791, -1.363, -0.570], [-0.706, 2.604, 1.925]], "nbo_charge": [-0.51, 0.45, -0.60, 0.28, -0.49, -0.02, -0.22, 0.11, 0.12, 0.26, 0.26, 0.11, 0.25]}

Which is most stable, and by how much? w, by 1.889 eV.

## w
{"formula": "C5H6O2", "method": "ωB97M-V/def2-TZVPD", "lumo_energy_ev": [-1.6, -1.8], "multiplicity": 1, "gap_ev": [7.083, 6.510], "symbols": ["O", "C", "C", "C", "O", "C", "C", "H", "H", "H", "H", "H", "H"], "coordinates": [[0.683, -0.541, 1.944], [-0.326, 0.093, 1.356], [0.084, 0.717, 0.102], [1.254, -1.455, -0.420], [0.456, -2.254, -0.837], [-0.847, 1.069, -0.893], [-1.662, 1.335, -1.743], [1.153, -1.008, 0.792], [-1.281, -0.463, 1.281], [-0.474, 1.198, 1.744], [1.053, 1.205, 0.112], [2.263, -1.452, -0.916], [-2.354, 1.556, -2.521]], "nbo_charge": [-0.66, -0.10, -0.11, 0.22, -0.49, -0.11, -0.10, 0.28, 0.19, 0.28, 0.24, 0.12, 0.24]}

## x
{"formula": "C5H6O2", "method": "ωB97M-V/def2-TZVPD", "lumo_energy_ev": 0.6, "multiplicity": 1, "smiles": "O=CC1(C=O)CC1", "gap_ev": 10.670, "symbols": ["O", "C", "C", "C", "C", "C", "O", "H", "H", "H", "H", "H", "H"], "coordinates": [[1.989, -1.399, -0.276], [1.616, -0.252, -0.411], [0.221, 0.180, -0.110], [-0.474, -0.608, 1.008], [-0.854, -0.884, -0.380], [-0.296, 1.582, -0.245], [-1.446, 1.845, 0.037], [2.323, 0.520, -0.774], [-1.137, 0.001, 1.614], [0.160, -1.327, 1.519], [-1.786, -0.471, -0.754], [-0.484, -1.795, -0.843], [0.357, 2.404, -0.603]], "nbo_charge": [-0.53, 0.44, -0.33, -0.35, -0.35, 0.44, -0.54, 0.12, 0.24, 0.24, 0.24, 0.24, 0.13]}

Which is most stable, and by how much? x, by 5.532 eV.